1.
15
Properties=species:S:1:pos:R:3 method="wB97M-V/def2-TZVPD" smiles="CN[C@@H](C)C=O" gap_ev=9.9847 e_tot_ev=-7830.4735 de_lowest_kj_mol=178.2 charge=0
C -0.67083 -1.64257 0.11318
N 0.66580 -1.03933 0.10042
C 0.68636 0.41727 -0.00925
C 0.05338 0.95438 -1.27920
C 0.15576 1.19026 1.18404
O 0.73419 1.69703 2.11142
H -0.60131 -2.66235 -0.28664
H -1.11035 -1.71657 1.10878
H -1.38074 -1.09502 -0.50578
H 1.06329 -1.29667 0.99832
H 1.75453 0.68176 0.09646
H 0.59988 1.81991 -1.65205
H 0.00770 0.23369 -2.09036
H -0.98494 1.25600 -1.13706
H -0.97273 1.20222 1.24771


2.
15
Properties=species:S:1:pos:R:3 method="wB97M-V/def2-TZVPD" smiles="C/N=C(/C)OC" gap_ev=10.7232 e_tot_ev=-7830.6606 de_lowest_kj_mol=160.1 charge=0
C 0.03704 -1.52848 1.55791
N 0.58773 -0.20030 1.34073
C 0.56386 0.27746 0.17145
C 1.04745 1.66341 -0.15821
O 0.14123 -0.45686 -0.91842
C -1.12792 -0.10043 -1.43515
H -0.25088 -2.05085 0.63975
H 0.76527 -2.13325 2.10656
H -0.85732 -1.44144 2.18513
H 1.81708 1.61193 -0.93619
H 0.23506 2.28796 -0.55324
H 1.44483 2.14514 0.73607
H -1.48249 -0.94781 -2.02621
H -1.07083 0.78521 -2.07925
H -1.85010 0.08832 -0.63094


3.
15
Properties=species:S:1:pos:R:3 method="wB97M-V/def2-TZVPD" gap_ev=8.8587 e_tot_ev=-7828.9674 de_lowest_kj_mol=323.5 charge=0
C -1.11641 -1.11695 0.97076
C -0.91725 -0.26787 -0.10108
C -1.32772 1.18138 -0.05986
C 1.27668 -0.03534 0.06454
O 1.46864 -0.75749 1.10461
N 2.38110 0.51113 -0.43936
H -1.53450 -0.72041 1.89557
H 0.45531 -1.07782 1.31425
H -1.23350 -2.18503 0.80181
H -0.84893 -0.69807 -1.09783
H -0.75990 1.79063 -0.76882
H -2.39333 1.26647 -0.30912
H -1.18809 1.59821 0.94318
H 2.32066 1.09347 -1.25765
H 3.29947 0.35731 -0.03555


4.
15
Properties=species:S:1:pos:R:3 method="wB97M-V/def2-TZVPD" smiles="C=C[C@@H](C)NO" gap_ev=9.8860 e_tot_ev=-7827.8325 de_lowest_kj_mol=433.0 charge=0
C 0.11527 -2.06433 0.04232
C -0.15299 -0.87873 0.58513
C 0.04736 0.43167 -0.07280
C -0.97550 1.49259 0.27663
N 1.33955 0.74680 0.23865
O 2.24795 -0.34043 -0.04240
H 0.20264 -2.96116 0.65720
H 0.65273 -2.09127 -0.83612
H -0.53936 -0.82788 1.55551
H -0.07281 0.17707 -1.23305
H -0.53887 2.43048 0.08112
H -1.24110 1.34185 1.40364
H -1.90153 1.42169 -0.32720
H 1.71591 1.69157 -0.10000
H 2.69210 -0.35960 -0.90232